# 1
79
Properties=species:S:1:pos:R:3:forces:R:3 method="wB97M-V/def2-TZVPD" homo_lumo_gap_ev=5.6540 lumo_ev=2.162 energy_ev=-163865.2626 total_charge=-1
C -0.978863 1.471828 0.760223 -0.1 0.5 0.6
C -2.503787 1.097875 0.854817 1.1 -0.5 -0.4
Br -3.499637 2.841303 0.573643 0.1 -0.2 0.3
C -3.018412 0.091056 -0.230432 -1.1 1.2 0.7
P -2.454983 -1.755357 0.075341 -0.3 0.9 -0.4
C -1.845304 -3.543213 0.403301 0.7 -1.1 0.4
C -0.559406 -3.636505 1.341780 -0.1 -0.9 -0.1
C 0.751323 -4.023810 0.510451 -0.5 -0.3 0.4
C 2.094292 -3.634056 1.228383 -0.6 0.2 0.5
N 2.631103 -2.314075 0.788631 0.9 0.6 0.7
C 3.460444 -1.564649 1.640720 0.4 3.1 -2.4
C 3.791721 -0.315178 0.935178 -1.5 -2.1 -0.7
C 3.102595 -0.354763 -0.412605 0.3 -2.6 2.8
C 2.437140 -1.648818 -0.406457 0.6 2.0 -0.7
C -4.035523 -2.339044 -0.884788 -1.4 0.1 -0.2
O -3.895473 -3.606946 -1.589711 -0.2 0.9 0.3
N -4.749296 -4.546798 -1.121419 0.8 -0.9 -1.1
O -4.542330 -5.566048 -1.707971 -0.7 0.3 0.8
P -3.705886 -1.860418 1.961387 1.3 0.3 1.8
N -2.731617 -1.834566 3.243911 -0.6 0.6 0.1
P -1.179192 -1.724757 -1.756569 2.5 -1.5 -1.8
O -0.161186 -0.361448 -1.721899 -1.4 0.0 -0.6
O -2.094244 -1.696266 -3.193521 -0.2 1.1 1.0
H -0.676277 2.061946 1.677012 -0.5 -0.6 -1.1
H -0.293550 0.583149 0.733494 -0.9 0.7 -0.2
H -0.826251 2.133243 -0.130192 0.1 -0.8 0.6
H -2.723901 0.815843 1.913583 -0.1 0.1 -1.0
H -4.153106 0.138875 -0.200769 1.2 0.0 -0.1
H -2.692232 0.471656 -1.237931 -0.2 -0.3 0.8
H -1.386992 -1.220062 0.882092 0.2 -0.2 0.0
H -2.704992 -4.094854 0.893252 0.9 0.3 -0.6
H -1.546626 -4.081589 -0.547253 -0.8 0.5 1.0
H -0.419029 -2.750573 2.011840 -0.2 -0.6 -0.8
H -0.747356 -4.521284 2.019429 0.2 1.0 -0.4
H 0.624718 -3.608424 -0.522002 0.5 -0.3 0.9
H 0.735324 -5.146363 0.419058 0.1 1.0 -0.1
H 1.869776 -3.492666 2.329859 0.2 -0.2 -1.2
H 2.887485 -4.436367 1.191574 -0.7 0.9 -0.4
H 3.799857 -1.836300 2.660318 -0.6 -0.1 -1.0
H 4.415120 0.522927 1.330257 -0.7 -1.0 -0.4
H 3.102865 0.425472 -1.211141 -0.1 -1.0 0.9
H 1.806740 -2.046366 -1.238905 0.6 0.2 1.2
H -4.883797 -2.484853 -0.144006 0.8 0.2 -0.8
H -4.416056 -1.566518 -1.614057 0.5 -0.9 0.5
H -4.540437 -0.693103 1.984280 -0.5 -0.7 -0.2
H -4.504527 -3.063772 2.000821 -0.3 0.6 -0.3
H -2.939765 -0.998033 3.803710 0.2 -0.6 -0.1
H 0.364555 -0.373476 -2.545734 -0.1 0.0 0.5
H -2.854246 -1.083649 -3.145373 0.3 -0.2 -0.1
O -0.316088 2.841816 3.798584 0.3 0.4 0.0
S -0.246337 4.138745 4.401077 -0.2 0.0 0.4
O -0.004601 5.319703 3.625257 0.0 -0.3 -0.1
O 0.808236 4.089095 5.615645 -0.5 0.1 0.0
C 2.147030 3.665248 5.332313 0.8 -0.1 -0.3
C 2.933749 4.725601 4.584375 -0.1 0.2 -0.2
C -1.700566 4.400657 5.367501 0.0 0.0 0.2
H 2.138406 2.719323 4.784605 -0.2 0.1 0.0
H 2.627111 3.475740 6.294159 -0.4 0.0 0.1
H 2.518329 4.898256 3.591016 0.0 0.0 0.0
H 3.974625 4.420181 4.462668 0.0 -0.1 0.1
H 2.900391 5.677368 5.118751 0.0 -0.1 0.0
H -1.879161 3.524665 5.987249 0.0 0.0 0.0
H -2.529796 4.548823 4.676363 0.1 -0.1 -0.1
H -1.562675 5.291682 5.977315 0.0 0.0 0.0
O 1.729121 0.312159 -4.044865 0.1 0.4 0.0
S 2.782376 0.705215 -4.932743 0.3 -0.4 -0.5
O 3.538435 1.904259 -4.720579 -0.3 -0.1 0.2
O 2.216875 0.705504 -6.436939 0.4 -0.3 0.3
C 1.071352 1.515352 -6.731037 -0.6 0.6 -0.1
C 1.414375 2.992934 -6.773474 0.2 0.1 0.2
C 3.912988 -0.638574 -5.109537 0.0 -0.1 -0.1
H 0.270564 1.315414 -6.014542 0.2 -0.1 0.1
H 0.709797 1.203798 -7.712496 0.2 -0.3 0.1
H 1.722344 3.355360 -5.792142 0.0 0.0 0.0
H 0.551171 3.580726 -7.090745 0.0 -0.1 -0.1
H 2.243399 3.175513 -7.460348 -0.1 0.0 0.0
H 3.353931 -1.551502 -5.303335 0.0 0.1 0.0
H 4.465502 -0.726386 -4.174209 -0.1 0.1 0.0
H 4.598341 -0.416855 -5.925491 -0.1 0.0 0.0

=====

# 2
43
Properties=species:S:1:pos:R:3:forces:R:3 method="wB97M-V/def2-TZVPD" homo_lumo_gap_ev="8.3585 / 8.7200" lumo_ev="-11.645 / -11.447" relative_energy_kj_mol=0.00 energy_ev=-42869.6385 total_charge=+3 multiplicity=2
Ir 2.920685 0.704948 0.408702 0.7 0.1 0.6
O 1.274077 1.582431 1.524611 -0.6 0.2 -0.1
Cl 0.352680 0.822427 0.657146 1.1 -0.5 -1.5
O -1.056802 1.006865 0.989376 -0.2 0.1 0.3
O 0.737403 -0.570601 0.782372 -0.1 0.2 0.2
O 0.574524 1.253453 -0.699188 -0.4 0.0 0.1
C 4.422302 2.084512 -0.955016 -0.2 -0.3 -0.2
C 5.319738 0.859597 -0.996511 0.0 0.1 0.3
O 4.464339 -0.215028 -0.460350 0.1 -0.4 -0.7
C 5.079064 -1.100328 0.543834 0.1 0.2 0.2
C 4.824773 -0.455578 1.906007 -0.1 -0.1 -0.2
H 4.965490 3.030729 -1.012421 0.0 0.0 0.1
H 3.951312 2.250314 0.100836 0.0 0.1 0.2
H 3.661382 2.084920 -1.735718 0.0 0.1 0.0
H 6.187354 0.960730 -0.346281 0.0 0.0 0.0
H 5.635646 0.578973 -1.998015 0.0 0.0 0.0
H 6.136575 -1.189381 0.305441 0.0 -0.1 0.0
H 4.603440 -2.069247 0.420639 -0.1 0.0 0.0
H 5.498018 0.360540 2.155037 0.0 0.0 0.0
H 4.813693 -1.187409 2.714185 0.0 0.0 0.0
H 3.750272 -0.048945 1.984800 0.1 -0.1 0.3
C -4.070153 1.031490 2.153423 -0.1 0.0 -0.2
C -4.224539 0.921848 0.634693 0.1 0.0 0.1
Sb -2.610485 -0.053391 -0.321357 -0.4 0.0 0.6
C -2.380340 -1.964114 0.539412 -0.1 0.0 -0.2
C -3.662596 -2.719033 0.128586 0.2 -0.2 0.2
C -2.568892 0.137504 -2.440789 0.1 0.1 0.2
C -4.037944 -0.185514 -2.768768 0.2 0.1 -0.3
H -4.925251 1.596358 2.524916 0.0 0.0 0.0
H -3.176133 1.578964 2.441632 0.0 0.0 0.0
H -4.088193 0.057767 2.641501 0.1 0.0 0.0
H -4.366705 1.879877 0.135240 -0.1 0.0 0.0
H -5.022369 0.230195 0.335603 -0.2 0.2 0.1
H -2.296413 -1.794031 1.612636 0.0 -0.1 0.0
H -1.469043 -2.426308 0.167393 0.0 0.0 0.0
H -4.569260 -2.279742 0.545141 0.0 0.0 0.0
H -3.582209 -3.724493 0.545988 0.0 0.0 0.0
H -3.761063 -2.843600 -0.949220 0.0 0.0 0.0
H -1.832150 -0.573178 -2.808559 -0.1 0.0 -0.1
H -2.273234 1.155161 -2.688970 -0.1 0.0 0.0
H -4.338993 -1.198851 -2.504768 0.0 0.0 0.1
H -4.123192 -0.113271 -3.856891 0.0 0.0 0.0
H -4.736805 0.542421 -2.356336 0.0 0.0 0.0

=====

# 3
7
Properties=species:S:1:pos:R:3:forces:R:3 method="wB97M-V/def2-TZVPD" homo_lumo_gap_ev=9.8985 lumo_ev=-0.929 relative_energy_kj_mol=202.23 energy_ev=-31897.0301 total_charge=0
C 0.243010 -0.508891 0.162603 1.2 -2.0 2.0
C -0.402432 0.771858 0.004316 -6.6 5.0 -2.1
H 0.426058 1.877404 -0.133577 -2.9 -3.4 0.8
O -1.687149 0.704550 -0.290921 7.4 2.6 2.0
F 0.577093 -0.881906 1.490853 -0.8 0.8 -1.5
Cl -0.857780 -1.606711 -0.529907 0.1 -2.7 -0.2
Cl 1.701197 -0.356306 -0.703364 1.6 -0.3 -0.9